Entry 1:
ORCA calculation (ωB97M-V with the def2-TZVPD basis set) on a structure of composition C5H5NO2 in a non-equilibrium geometry.

Energy relative to the best compared isomer or geometry (same formula, charge and spin)   111.66 kcal/mol
E_HOMO   -0.352 Ha

Geometry as ORCA input:
```
! RIJCOSX wB97M-V def2-TZVPD def2/J DEFGRID3
* xyz 0 1
C 1.574 -0.684 0.626
C 0.256 -0.002 0.051
C -1.527 0.066 -0.987
C -1.902 0.794 0.035
C -0.562 1.079 0.649
H 1.810 -1.437 -1.351
H 1.447 -0.953 1.770
H 2.341 0.194 0.413
H -1.931 -0.025 -2.033
H -2.779 1.405 0.369
N -0.253 -0.505 -0.946
O 2.019 -1.795 -0.152
O -0.493 1.863 1.555
*
```

The molecule's natural (NBO) atomic charges, reported in e, are given here:
1. C -0.1050
2. C 0.2099
3. C 0.0293
4. C -0.3748
5. C 0.4778
6. H 0.4779
7. H 0.2234
8. H 0.1814
9. H 0.2084
10. H 0.2516
11. N -0.4342
12. O -0.6951
13. O -0.4507

***

Entry 2:
ORCA calculation (ωB97M-V with the def2-TZVPD basis set) on a structure of composition C6H12Cl3CrO6 in a non-equilibrium geometry.

Energy relative to the best compared isomer or geometry (same formula, charge and spin)   20.26 kcal/mol
E_HOMO (spin up / spin down)   -0.161 / -0.210 Ha
⟨S²⟩   6.007

Geometry as ORCA input:
```
! RIJCOSX wB97M-V def2-TZVPD def2/J DEFGRID3
* xyz -1 5
Cr 0.031 -0.188 -0.074
Cl -1.633 -2.162 -0.328
Cl -0.414 2.161 0.613
Cl 2.333 -0.726 -0.318
C 2.231 1.760 -3.243
O 0.873 1.972 -3.693
C -0.227 1.316 -3.073
O -0.131 0.455 -2.241
O -1.390 1.934 -3.500
C -2.631 1.317 -3.514
H 2.368 2.187 -2.249
H 2.904 2.289 -3.917
H 2.399 0.688 -3.138
H -2.746 0.368 -4.036
H -3.354 1.949 -4.031
H -2.905 1.188 -2.467
C -0.236 0.652 4.423
O -0.114 -0.748 4.358
C 0.213 -1.314 3.186
O 0.063 -0.745 2.058
O 0.478 -2.632 3.466
C 0.638 -3.548 2.298
H -0.666 1.015 5.357
H -0.749 1.200 3.633
H 0.781 1.046 4.426
H 0.281 -4.517 2.649
H 1.637 -3.641 1.873
H -0.035 -3.277 1.483
*
```

The molecule's natural (NBO) atomic charges, reported in e, are given here:
1. Cr 1.2391
2. Cl -0.8159
3. Cl -0.7957
4. Cl -0.7732
5. C -0.2599
6. O -0.5253
7. C 1.0588
8. O -0.6288
9. O -0.5049
10. C -0.2529
11. H 0.2061
12. H 0.1875
13. H 0.2154
14. H 0.1851
15. H 0.1872
16. H 0.2063
17. C -0.2725
18. O -0.4867
19. C 1.0367
20. O -0.6654
21. O -0.4975
22. C -0.2789
23. H 0.1870
24. H 0.2326
25. H 0.1828
26. H 0.1831
27. H 0.2015
28. H 0.2485

***

Entry 3:
ORCA calculation (ωB97M-V with the def2-TZVPD basis set) on a structure of composition C20H21NO5 in a non-equilibrium geometry.

Energy relative to the best compared isomer or geometry (same formula, charge and spin)   429.65 kcal/mol
E_HOMO   -0.310 Ha

Geometry as ORCA input:
```
! RIJCOSX wB97M-V def2-TZVPD def2/J DEFGRID3
* xyz 0 1
C 3.028 3.985 -1.148
H 4.044 4.314 -0.745
H 2.304 4.698 -0.925
H 3.138 3.999 -2.340
O 2.752 2.442 -1.072
C 2.526 2.244 0.416
O 2.518 3.007 1.425
C 2.281 0.866 0.458
O 2.952 0.114 -0.466
C 2.555 -1.214 -0.618
C 3.211 -1.779 -1.432
C 2.746 -3.164 -1.848
C 1.691 -3.924 -1.319
C 0.928 -2.853 -0.340
C 1.314 -1.669 -0.188
N 0.467 -0.823 0.869
C -0.152 -1.419 1.850
O -0.164 -2.455 2.275
C -1.022 -0.153 2.426
O -1.820 0.692 1.760
C -2.647 0.145 0.554
C -3.013 -1.102 0.646
C -3.721 -1.489 -0.492
C -4.302 -0.627 -1.253
C -3.956 0.845 -1.522
C -3.045 1.121 -0.249
C -2.798 2.369 -0.068
H -2.235 3.095 -0.968
H -3.803 3.099 0.151
H -2.162 2.667 0.888
C -4.519 1.783 -2.287
H -3.770 2.208 -2.860
H -5.099 1.215 -2.974
H -5.184 2.261 -1.733
H -4.910 -1.069 -2.231
H -3.899 -2.450 -0.627
H -2.472 -1.930 0.995
H -1.838 -0.833 3.347
H -0.565 0.405 3.199
C 0.671 0.732 0.555
H 0.336 1.179 1.307
H 0.335 0.899 -0.329
H -0.112 -3.354 0.067
H 1.284 -4.882 -1.409
H 3.341 -3.820 -2.468
H 4.339 -1.638 -1.869
H 2.709 0.472 1.642
*
```

The molecule's natural (NBO) atomic charges, reported in e, are given here:
1. C -0.2856
2. H 0.2060
3. H 0.1983
4. H 0.1950
5. O -0.5255
6. C 0.7597
7. O -0.5456
8. C 0.0044
9. O -0.4806
10. C 0.2866
11. C -0.2472
12. C -0.1924
13. C -0.2040
14. C -0.1447
15. C -0.0106
16. N -0.4453
17. C 0.6857
18. O -0.5601
19. C -0.1610
20. O -0.5575
21. C 0.2985
22. C -0.2674
23. C -0.2079
24. C -0.2006
25. C 0.1498
26. C -0.1661
27. C -0.6229
28. H 0.2183
29. H 0.2133
30. H 0.2577
31. C -0.7060
32. H 0.2458
33. H 0.2324
34. H 0.2456
35. H 0.1774
36. H 0.2079
37. H 0.2411
38. H 0.1034
39. H 0.2115
40. C -0.1212
41. H 0.2092
42. H 0.1932
43. H 0.2408
44. H 0.2277
45. H 0.2041
46. H 0.2543
47. H 0.1842

***

Entry 4:
ORCA calculation (ωB97M-V with the def2-TZVPD basis set) on the ion C14H29ClNO5P2S with charge +1 in a non-equilibrium geometry.

Energy relative to the best compared isomer or geometry (same formula, charge and spin)   0.00 kcal/mol
E_HOMO   -0.428 Ha
SMILES   CCOCCCCC[C@]1([PH2]=S)[C@H](OCC)C(C)=[NH+][C@@]1(Cl)P(=O)(O)O

Geometry as ORCA input:
```
! RIJCOSX wB97M-V def2-TZVPD def2/J DEFGRID3
* xyz 1 1
C -1.206 4.373 0.687
C 0.026 4.810 -0.117
O 1.266 4.380 0.428
C 1.367 2.984 0.457
C 2.800 2.507 0.242
C 2.837 1.124 -0.413
C 2.373 0.049 0.593
C 1.726 -1.152 -0.147
C 0.471 -1.818 0.499
P 1.074 -3.538 0.944
S 1.406 -4.624 -0.625
C -0.695 -1.675 -0.473
O -0.455 -1.961 -1.796
C -1.604 -2.458 -2.493
C -1.208 -2.657 -3.945
C -1.055 -0.196 -0.160
C -1.649 0.726 -1.125
N -0.749 0.051 1.045
C -0.197 -1.162 1.706
Cl 0.789 -0.875 3.147
P -1.806 -1.968 2.410
O -2.900 -1.057 2.108
O -2.036 -3.420 1.846
O -1.674 -2.148 3.962
H -1.752 5.237 1.047
H -0.961 3.780 1.565
H -1.924 3.808 0.098
H 0.047 5.892 -0.133
H -0.036 4.462 -1.150
H 1.056 2.637 1.454
H 0.709 2.473 -0.257
H 3.280 2.413 1.215
H 3.322 3.234 -0.367
H 3.816 0.908 -0.829
H 2.152 1.179 -1.262
H 3.280 -0.288 1.079
H 1.721 0.562 1.282
H 2.492 -1.916 -0.224
H 1.539 -0.855 -1.170
H 0.184 -4.154 1.844
H 2.261 -3.300 1.667
H -1.626 -2.202 -0.229
H -2.423 -1.743 -2.458
H -1.902 -3.431 -2.102
H -0.841 -3.661 -4.121
H -0.423 -1.968 -4.237
H -2.060 -2.489 -4.595
H -2.698 0.863 -0.871
H -1.117 1.672 -1.126
H -1.517 0.288 -2.105
H -0.850 0.942 1.526
H -2.840 -3.363 1.296
H -1.787 -1.276 4.382
*
```

The molecule's natural (NBO) atomic charges, reported in e, are given here:
1. C -0.6588
2. C -0.0660
3. O -0.5184
4. C -0.0422
5. C -0.4237
6. C -0.3850
7. C -0.4119
8. C -0.4343
9. C -0.3824
10. P 0.8552
11. S -0.5248
12. C 0.0412
13. O -0.5152
14. C -0.0761
15. C -0.6297
16. C 0.5383
17. C -0.7199
18. N -0.4910
19. C -0.2015
20. Cl 0.0696
21. P 2.3447
22. O -1.1076
23. O -0.9739
24. O -0.9540
25. H 0.2365
26. H 0.2049
27. H 0.1976
28. H 0.2075
29. H 0.1595
30. H 0.1441
31. H 0.1298
32. H 0.2071
33. H 0.2367
34. H 0.2265
35. H 0.1802
36. H 0.2301
37. H 0.1874
38. H 0.2516
39. H 0.2455
40. H 0.0047
41. H -0.0053
42. H 0.2250
43. H 0.1660
44. H 0.1954
45. H 0.2305
46. H 0.2282
47. H 0.2255
48. H 0.2899
49. H 0.2697
50. H 0.2658
51. H 0.4599
52. H 0.5369
53. H 0.5305

***

Entry 5:
ORCA calculation (ωB97M-V with the def2-TZVPD basis set) on a structure of composition C42H44Br2MnN3P2S.

Energy relative to the best compared isomer or geometry (same formula, charge and spin)   0.00 kcal/mol
E_HOMO (spin up / spin down)   -0.354 / -0.386 Ha
⟨S²⟩   8.764

Geometry as ORCA input:
```
! RIJCOSX wB97M-V def2-TZVPD def2/J DEFGRID3
* xyz 1 6
Mn 0.566 0.230 0.625
Br -1.724 -6.275 0.372
C -1.062 -4.516 0.442
C -0.020 -4.126 -0.384
C 0.398 -2.814 -0.306
N -0.151 -1.924 0.517
C -1.149 -2.302 1.322
C -1.633 -3.604 1.312
C -1.696 -1.253 2.204
C -2.795 -1.477 3.024
C -3.262 -0.437 3.810
Br -4.771 -0.700 4.898
C -2.622 0.791 3.778
C -1.537 0.924 2.936
N -1.084 -0.060 2.160
H 0.449 -4.817 -1.068
H 1.201 -2.453 -0.939
H -2.440 -3.924 1.953
H -3.303 -2.428 3.050
H -2.955 1.624 4.380
H -1.012 1.870 2.877
C -2.888 6.013 -3.585
S -4.254 5.131 -2.808
C -4.116 3.506 -3.609
C -3.450 2.455 -2.723
C -2.002 2.825 -2.453
N -1.305 1.922 -1.522
P -0.238 2.520 -0.349
C 0.886 3.671 -1.169
C 2.138 3.191 -1.547
C 3.019 4.011 -2.237
C 2.654 5.313 -2.547
C 1.411 5.803 -2.162
C 0.530 4.986 -1.473
C -1.222 3.557 0.766
C -0.541 4.300 1.731
C -1.242 4.974 2.717
C -2.630 4.920 2.748
C -3.314 4.194 1.785
C -2.614 3.512 0.800
P -0.906 0.296 -1.897
C -0.706 0.266 -3.700
C 0.519 0.727 -4.183
C 0.749 0.810 -5.547
C -0.238 0.416 -6.439
C -1.453 -0.061 -5.967
C -1.690 -0.133 -4.603
C -2.396 -0.680 -1.536
C -3.312 -0.251 -0.578
C -4.346 -1.082 -0.170
C -4.459 -2.362 -0.693
C -3.536 -2.807 -1.631
C -2.510 -1.974 -2.049
H -2.893 7.022 -3.177
H -3.028 6.075 -4.662
H -1.922 5.554 -3.367
H -3.559 3.634 -4.540
H -5.119 3.186 -3.887
H -3.516 1.476 -3.203
H -4.000 2.374 -1.784
H -1.980 3.824 -2.011
H -1.447 2.876 -3.397
H 2.431 2.179 -1.287
H 3.993 3.636 -2.522
H 3.343 5.954 -3.080
H 1.135 6.823 -2.394
H -0.430 5.375 -1.153
H 0.543 4.353 1.716
H -0.703 5.549 3.458
H -3.176 5.453 3.516
H -4.396 4.165 1.788
H -3.158 2.956 0.049
H 1.296 1.026 -3.487
H 1.700 1.173 -5.912
H -0.056 0.473 -7.504
H -2.219 -0.376 -6.664
H -2.638 -0.510 -4.243
H -3.219 0.740 -0.149
H -5.062 -0.726 0.560
H -5.265 -3.010 -0.377
H -3.618 -3.805 -2.042
H -1.799 -2.334 -2.784
C 4.817 -0.988 1.433
C 3.460 -0.913 0.735
C 3.643 -0.495 -0.723
C 2.484 0.013 1.465
H 5.504 -1.665 0.919
H 4.707 -1.332 2.462
H 5.281 0.001 1.466
H 3.040 -1.929 0.729
H 4.068 0.512 -0.784
H 2.685 -0.484 -1.262
H 4.316 -1.168 -1.259
H 2.972 0.994 1.588
H 2.362 -0.358 2.494
*
```

The molecule's Löwdin atomic charges, reported in e, are given here:
1. Mn 0.6878
2. Br 0.8182
3. C -0.6691
4. C -0.0754
5. C -0.1130
6. N 0.0429
7. C -0.1963
8. C -0.0429
9. C -0.2000
10. C -0.0482
11. C -0.6638
12. Br 0.8218
13. C -0.0722
14. C -0.0938
15. N 0.0592
16. H 0.1158
17. H 0.1147
18. H 0.1074
19. H 0.1068
20. H 0.1143
21. H 0.1071
22. C -0.4116
23. S 0.8175
24. C -0.4787
25. C -0.2556
26. C -0.2659
27. N -0.4499
28. P 0.9423
29. C -0.3478
30. C -0.0999
31. C -0.0646
32. C -0.0633
33. C -0.0632
34. C -0.0890
35. C -0.3754
36. C -0.1076
37. C -0.0694
38. C -0.0710
39. C -0.0649
40. C -0.0890
41. P 0.9879
42. C -0.3613
43. C -0.0992
44. C -0.0671
45. C -0.0667
46. C -0.0636
47. C -0.0944
48. C -0.3674
49. C -0.1044
50. C -0.0727
51. C -0.0710
52. C -0.0716
53. C -0.1115
54. H 0.0351
55. H 0.0409
56. H 0.0121
57. H 0.0840
58. H 0.0742
59. H 0.0984
60. H 0.0920
61. H 0.0679
62. H 0.1261
63. H 0.0731
64. H 0.1108
65. H 0.1110
66. H 0.1109
67. H 0.1059
68. H 0.1164
69. H 0.1116
70. H 0.1098
71. H 0.1126
72. H 0.0738
73. H 0.0903
74. H 0.1103
75. H 0.1105
76. H 0.1107
77. H 0.0978
78. H 0.0815
79. H 0.1117
80. H 0.1107
81. H 0.1126
82. H 0.1111
83. C -0.0956
84. C -0.5576
85. C -0.1143
86. C -0.2831
87. H 0.0739
88. H 0.0748
89. H 0.0796
90. H 0.1048
91. H 0.0718
92. H 0.0368
93. H 0.0780
94. H 0.0332
95. H 0.0322

***

Entry 6:
ORCA calculation (ωB97M-V with the def2-TZVPD basis set) on the molecule C6H6N4O in a non-equilibrium geometry.

Energy relative to the best compared isomer or geometry (same formula, charge and spin)   69.47 kcal/mol
E_HOMO   -0.325 Ha
SMILES   Cc1nc2c(N)ncnc2o1

Geometry as ORCA input:
```
! RIJCOSX wB97M-V def2-TZVPD def2/J DEFGRID3
* xyz 0 1
C 2.363 -1.925 -0.698
C 1.371 -1.046 -0.460
N 0.523 -0.881 0.535
C -0.325 0.215 0.158
C -1.374 0.741 0.985
N -1.808 0.401 2.207
N -2.005 1.700 0.344
C -1.492 2.197 -0.852
N -0.491 1.730 -1.645
C 0.077 0.762 -0.908
O 1.099 -0.141 -1.424
H 2.387 -2.952 -0.378
H 2.946 -1.972 -1.634
H 3.252 -1.555 0.039
H -1.485 -0.600 2.483
H -2.902 0.428 2.754
H -2.136 2.897 -1.508
*
```

The molecule's natural (NBO) atomic charges, reported in e, are given here:
1. C -0.6996
2. C 0.5028
3. N -0.4842
4. C -0.0589
5. C 0.4300
6. N -0.7930
7. N -0.5122
8. C 0.2416
9. N -0.4453
10. C 0.4275
11. O -0.4312
12. H 0.2649
13. H 0.2649
14. H 0.2529
15. H 0.4022
16. H 0.4434
17. H 0.1943

***

Entry 7:
ORCA calculation (ωB97M-V with the def2-TZVPD basis set) on the molecule C5H6O in a non-equilibrium geometry.

Energy relative to the best compared isomer or geometry (same formula, charge and spin)   72.68 kcal/mol
E_HOMO   -0.352 Ha
SMILES   C#C[C@H](C)C=O

Geometry as ORCA input:
```
! RIJCOSX wB97M-V def2-TZVPD def2/J DEFGRID3
* xyz 0 1
C -1.923 0.208 -1.168
C -0.819 0.690 -0.954
C 0.092 0.277 0.133
C 1.592 0.572 0.160
C -0.374 -1.148 0.493
O -1.454 -1.565 0.151
H -2.906 -0.127 -1.397
H -0.376 0.887 0.915
H 2.020 0.306 1.136
H 1.736 1.647 0.023
H 2.168 0.057 -0.615
H 0.243 -1.804 1.123
*
```

The molecule's natural (NBO) atomic charges, reported in e, are given here:
1. C -0.1188
2. C -0.1199
3. C -0.3890
4. C -0.6006
5. C 0.4375
6. O -0.4969
7. H 0.2313
8. H 0.2614
9. H 0.2119
10. H 0.2279
11. H 0.2155
12. H 0.1395

***

Entry 8:
ORCA calculation (ωB97M-V with the def2-TZVPD basis set) on the molecule H2S2.

Energy relative to the best compared isomer or geometry (same formula, charge and spin)   0.00 kcal/mol
E_HOMO   -0.353 Ha
SMILES   SS

Geometry as ORCA input:
```
! RIJCOSX wB97M-V def2-TZVPD def2/J DEFGRID3
* xyz 0 1
S 0.805 0.845 0.013
S 0.039 -1.064 0.508
H 0.406 0.970 -1.271
H -1.251 -0.750 0.749
*
```

The molecule's natural (NBO) atomic charges, reported in e, are given here:
1. S -0.1299
2. S -0.1265
3. H 0.1280
4. H 0.1284